Computed, not measured: C32H46BClF4OP4Re as an isolated structure, with ωB97M-V/def2-TZVPD.

Each line ends with the Löwdin charge.
CARTESIAN COORDINATES (ANGSTROEM)
H  1.250058  -4.895784  -5.186356  0.121
C  -0.944998  2.023776  -2.544736  -0.097
O  1.844488  -0.229292  -0.783557  -0.064
C  -4.815988  -0.302867  -4.192316  -0.048
C  0.717381  -2.665287  -2.662666  -0.083
H  -2.967155  0.813540  -4.110887  0.108
C  4.044577  2.545819  2.554345  -0.157
C  3.439520  3.207239  -0.227326  -0.157
H  2.989812  4.093247  0.242018  0.077
H  0.822639  1.714968  -5.998044  0.124
H  2.776273  -1.473309  3.978603  0.044
C  0.874253  -3.206461  1.169667  -0.227
C  0.217920  -3.178497  3.995862  -0.236
H  3.357848  3.343768  2.868290  0.079
H  -1.572198  2.043412  5.207511  0.053
H  -6.551702  -1.571939  -4.031560  0.120
H  -1.301525  4.262861  2.838980  0.068
C  2.657700  -2.046043  3.050399  -0.210
B  0.801505  0.493138  5.777602  -1.067
H  -3.394429  -2.349409  -1.203206  0.109
C  -2.890624  2.072068  1.619575  -0.239
Re  -0.318601  -0.151608  2.499169  1.040
P  -1.245567  -0.714605  -2.207670  1.071
H  -1.919652  -1.357689  -0.017435  0.036
H  -5.208501  0.280608  -5.024665  0.120
H  0.109706  3.420257  3.571553  0.049
H  -3.025098  2.784147  4.446408  0.069
P  -1.534849  1.851583  2.800889  0.681
F  -0.268276  -0.201634  4.673601  -0.255
C  -0.664306  3.172239  -3.288914  -0.051
H  0.172697  3.955665  -5.125190  0.121
H  -2.479933  2.216304  0.613524  0.029
H  -1.437004  2.114329  -1.573481  0.101
C  -0.033590  3.062208  -4.537604  -0.039
H  0.702970  -4.161234  3.979651  0.066
C  -1.135333  -0.732577  -0.480700  -0.218
H  -3.478773  2.951038  1.914595  0.066
C  -5.063192  -2.066261  -2.547716  -0.045
H  1.403591  -0.388457  -1.641794  0.059
H  5.058027  2.955182  2.440444  0.083
H  -2.220717  -2.476340  -4.386821  0.113
H  0.351459  -0.322375  -4.664306  0.113
H  -0.941402  4.154892  -2.900862  0.118
H  -3.518092  1.173159  1.622616  0.038
C  4.654832  0.583323  0.493992  -0.158
H  -0.059052  3.494583  1.796831  0.038
H  3.066319  -3.055260  3.188896  0.071
H  1.202391  -2.299877  -1.753348  0.075
C  1.854962  1.148227  1.157714  -0.349
H  4.056087  1.756036  3.317045  0.073
H  -2.886107  1.000635  4.596172  0.050
C  -0.609665  0.752193  -3.049993  -0.321
C  -0.557023  -3.743768  -4.903441  -0.041
H  3.193943  -1.539443  2.237898  0.032
Cl  -2.345656  -1.352917  2.686888  0.103
H  -5.657914  -2.858633  -2.092523  0.120
F  1.888301  -0.346127  5.720632  0.162
H  -1.073488  -4.173151  -5.763959  0.123
C  1.362914  -3.640490  -3.428889  -0.047
C  1.405713  0.896817  2.416911  -0.270
F  1.045256  1.754691  5.241997  0.123
H  0.678573  1.529271  -0.577963  0.126
F  0.063029  0.482957  6.922229  0.202
H  -0.863156  -3.286193  3.858818  0.015
H  2.352675  -3.992031  -3.132618  0.118
H  1.274693  -4.200044  1.412439  0.070
C  -0.538697  -2.166714  -3.047621  -0.291
H  4.989790  0.034719  1.381488  0.071
C  -2.997082  -0.801872  -2.667998  -0.314
H  5.521277  1.043696  0.004206  0.075
H  1.494711  -2.740961  0.395183  0.031
C  -5.569790  -1.335855  -3.629372  -0.042
C  0.995992  0.644478  0.015425  -0.380
H  1.932889  1.254960  3.297121  0.045
C  -3.543645  -0.012124  -3.695661  -0.059
H  2.833689  2.885465  -1.085466  0.065
C  0.058904  0.655690  -4.285644  -0.052
C  -3.787586  -1.785587  -2.052609  -0.077
P  3.519122  1.879500  0.964996  0.896
C  -0.290354  -0.110535  0.449931  -0.321
C  -1.199388  -2.770588  -4.136835  -0.054
H  0.412866  -2.673023  4.949816  0.060
C  0.735746  -4.160535  -4.568742  -0.040
H  4.138278  -0.092911  -0.197617  0.055
P  0.885700  -2.160672  2.648094  0.695
C  -0.608830  3.415960  2.742529  -0.224
H  4.463014  3.437633  -0.548410  0.075
C  -2.336025  1.931828  4.428322  -0.216
C  0.330092  1.803513  -5.026436  -0.045
H  -0.149211  -3.300646  0.792074  0.049

Cartesian forces (eV/Å) of the 3 atoms listed first:
-0.152 0.147 0.185
0.058 0.053 -0.220
-0.652 0.573 -0.242

As for the spin multiplicity: 4. As for the net charge: +2. The orbital gap (alpha / beta) comes out at 9.21 / 6.99 eV.

---

Computed, not measured: C32H46BrNO6OsSi2 as an isolated structure, with ωB97M-V/def2-TZVPD.

Each line ends with the Löwdin charge.
CARTESIAN COORDINATES (ANGSTROEM)
C  3.766568  3.587563  -4.417294  -0.187
H  2.053759  1.712446  4.890049  0.090
H  0.408178  0.469362  -4.317677  0.121
N  4.267173  4.516802  -4.870908  0.156
H  3.886694  -3.059567  0.365205  0.094
H  0.019297  5.153476  -1.473038  0.037
C  1.957627  1.933303  -4.438171  -0.028
H  -0.416949  5.902140  -3.013687  0.038
O  -1.165841  -2.348572  -1.193195  -0.260
C  1.329997  0.836758  -3.883996  -0.047
Os  -0.258294  -0.607189  -0.630461  1.586
O  1.768116  -0.034420  2.959667  -0.081
C  0.168894  1.806387  2.917182  -0.028
H  2.718713  -1.739922  0.512239  0.050
H  1.839777  -1.635864  -1.651565  0.067
H  0.778321  -3.442282  0.303320  0.053
C  -1.981036  -2.976870  3.279132  -0.020
C  1.140132  -0.951146  -2.144249  -0.232
H  -3.042384  4.227479  -0.761561  0.037
C  -4.388393  0.541266  -2.009236  -0.128
H  -4.443031  -0.338681  -5.275803  0.108
C  2.200500  1.769820  1.444234  -0.028
C  -1.048083  2.171130  -1.900861  -0.117
H  3.722338  -5.067741  1.995895  0.089
H  -3.997165  3.759548  -2.172591  0.020
H  -2.363707  4.208338  -5.009340  0.039
H  0.092445  2.893844  2.877774  0.093
H  -1.276553  -3.444831  2.588796  0.079
C  1.853130  0.211001  -2.752022  -0.302
H  -2.790689  -0.757218  4.677043  0.086
C  -1.248919  -2.237657  4.392638  -0.631
H  -0.255013  1.456794  3.857999  0.088
C  -0.183498  4.953457  -2.526258  -0.170
O  -2.440652  -3.739734  -2.355745  0.113
Si  0.746988  -1.268707  2.671572  0.047
C  3.036092  0.692256  -2.201732  -0.029
H  3.808740  -3.904077  3.331779  0.090
H  2.194253  2.852646  1.310439  0.093
H  4.582142  2.179573  -2.302478  0.122
O  0.046845  -1.129834  1.189796  -0.441
H  3.938766  -1.969675  1.766565  0.096
H  1.551022  2.417190  -5.315901  0.118
H  1.607942  1.334329  0.635756  0.042
C  1.377979  -4.137209  0.890711  -0.017
C  3.126145  2.426260  -3.856836  -0.236
C  -3.080568  -1.471649  -2.379948  -0.178
H  2.438682  3.094952  3.849745  0.087
H  -1.018275  3.065029  -5.022051  0.021
H  -2.938461  -2.168019  5.739825  0.088
C  -3.128760  4.332118  -1.843502  -0.173
C  1.629419  1.383246  2.801383  -0.636
C  -3.585880  -0.485450  -1.541575  -0.594
H  -5.311480  1.399156  -3.736690  0.110
C  -4.689064  0.597693  -3.360509  -0.081
C  3.134831  -4.421474  2.648983  -0.026
H  0.573064  -1.517751  -2.884120  0.075
C  -2.232564  -1.480129  5.273049  -0.028
H  2.459956  -5.043332  3.237496  0.086
H  0.729244  4.557031  -2.974360  0.022
C  -0.416372  -3.199669  5.231561  -0.022
H  3.459177  0.206106  -1.331948  0.111
C  -4.202552  -0.376064  -4.222082  -0.066
C  -1.930996  3.347287  -4.495392  -0.165
H  -2.622204  -3.756668  3.691891  0.093
H  3.227165  1.410064  1.358467  0.090
H  3.486438  1.664303  3.856627  0.088
C  2.453551  2.006919  3.919748  -0.026
C  -0.708186  1.091112  -1.417321  -0.341
H  0.124255  -2.652781  6.004965  0.094
H  -2.606597  -2.281841  2.717638  0.053
C  3.670192  1.799433  -2.741447  -0.014
H  -1.698242  -0.943150  6.056915  0.088
H  -3.313912  5.384332  -2.068246  0.035
C  2.336293  -3.416602  1.829903  -0.630
C  3.279719  -2.490282  1.071146  -0.026
H  -3.061649  -2.190364  -4.382311  0.125
O  -0.401285  -1.233661  3.816746  -0.087
H  1.933603  -4.771938  0.198861  0.094
H  -4.764451  1.286225  -1.322862  0.101
H  -2.634788  2.516061  -4.566419  0.019
C  -3.421163  -1.405964  -3.729924  -0.009
O  1.589737  -2.650374  2.784803  -0.086
Si  -1.585824  3.746649  -2.709795  0.426
H  -0.428195  1.396342  2.098976  0.066
H  -1.069406  -3.929120  5.713265  0.090
Br  -3.169932  -0.493130  0.314163  0.882
H  0.702137  -4.771409  1.466966  0.093
H  0.309499  -3.727253  4.617449  0.072
C  -2.204534  -2.627991  -1.953265  -0.590

Cartesian forces (eV/Å) of the 3 atoms listed first:
-0.050 -0.110 0.022
-0.017 -0.010 0.007
-0.012 -0.016 -0.003

As for the spin multiplicity: 5. As for the net charge: 0. For the energy relative to the best compared isomer or geometry (same formula, charge and spin), the calculation gives 0.000 eV. The orbital gap (alpha / beta) comes out at 7.87 / 7.19 eV.

---

net charge of number 1 (C32H46BClF4OP4Re)? +2